Record 1
This record from the OMol25 dataset describes a molecular structure, C27H31ClN4OPtSSi in a non-equilibrium geometry. The level of theory is ωB97M-V/def2-TZVPD.

CARTESIAN COORDINATES (ANGSTROEM)
1 C 0.466 -0.161 -4.951
2 C -4.506 0.832 -0.626
3 H -0.896 5.368 0.189
4 H 4.869 -0.627 -3.663
5 C -3.599 -1.531 -0.514
6 H -4.047 -1.838 -1.457
7 H -0.688 -4.587 -1.632
8 H -1.643 2.350 3.081
9 C 2.864 -0.472 -4.364
10 H 1.206 -0.910 5.914
11 C 2.721 -1.205 4.405
12 N -0.129 -0.244 -2.230
13 C -1.360 3.339 2.742
14 C 3.830 -0.595 -3.377
15 H 2.219 2.244 1.031
16 H -2.623 -2.009 -0.395
17 H -0.584 -0.496 4.251
18 H 0.767 -3.727 -2.196
19 N -2.209 0.412 -0.244
20 N -0.726 2.038 0.226
21 C -0.794 -4.309 1.110
22 H 3.511 -1.022 0.562
23 C 2.452 -0.870 0.719
24 H 3.143 -0.447 -5.404
25 C 0.339 -4.323 -1.399
26 S 0.390 -3.352 0.131
27 C 1.626 2.626 1.858
28 C -3.433 -0.051 -0.463
29 H -4.262 -1.859 0.287
30 H -1.100 -3.700 1.953
31 H -0.300 -5.209 1.469
32 H 0.695 -0.109 -6.003
33 H -5.500 0.456 -0.811
34 H 0.782 5.025 -0.231
35 H 0.381 5.655 1.362
36 N 1.684 -0.655 -0.351
37 C 0.668 -0.685 2.533
38 H -2.254 3.864 2.430
39 C 1.153 -0.399 -2.640
40 C 1.506 -0.352 -4.015
41 H -0.923 3.876 3.575
42 C 2.151 -0.587 -1.630
43 C -1.094 -0.038 -3.139
44 C -4.282 2.203 -0.580
45 H -1.651 -4.574 0.498
46 H 4.286 -0.758 -1.308
47 H 0.932 -5.225 -1.260
48 H 1.551 1.843 2.609
49 H 4.006 -1.429 2.726
50 C -1.977 1.749 -0.096
51 Cl 3.953 -1.555 5.529
52 H -5.099 2.884 -0.759
53 H -2.099 0.115 -2.772
54 C 0.431 -0.689 3.936
55 Pt -0.266 -0.319 -0.241
56 C 2.032 -0.922 2.067
57 H 2.175 3.451 2.301
58 O -0.336 -0.470 1.768
59 C -3.020 2.677 -0.298
60 H -2.795 3.728 -0.262
61 C 0.049 4.995 0.567
62 H -1.646 0.148 -5.186
63 C -0.829 -0.006 -4.501
64 C 3.500 -0.664 -2.038
65 C 1.417 -0.924 4.857
66 C 3.001 -1.204 3.043
67 Si -0.090 3.228 1.304

HOMO energy (alpha / beta)   -13.41 / -13.24 eV
Multiplicity   1
Total charge   +2
Energy   -70978.6132 eV

---

Record 2
This record from the OMol25 dataset describes 3 unconnected molecules or ions with the total composition C2H11N2O2 in a non-equilibrium geometry. The level of theory is ωB97M-V/def2-TZVPD.

CARTESIAN COORDINATES (ANGSTROEM)
1 H -3.372 0.744 -0.523
2 H 1.820 -0.640 1.745
3 H 0.996 0.809 -1.840
4 O 1.351 -0.085 2.387
5 H 0.008 2.218 -0.575
6 O -2.830 1.209 0.126
7 H 1.873 -1.989 -1.762
8 H -0.695 -1.364 -0.502
9 N 1.196 -2.009 -1.014
10 H 0.145 1.397 0.770
11 C 0.556 0.281 -1.008
12 C 0.283 -1.019 -0.806
13 H 1.151 -2.925 -0.573
14 H -3.172 1.020 1.006
15 H -1.234 1.102 -0.218
16 N -0.186 1.281 -0.201
17 H 2.109 -0.029 2.989

HOMO energy   -12.53 eV
Multiplicity   1
Total charge   +1
Energy   -9320.1168 eV
Relative energy (zero: lowest compared OMol25 entry of this formula, charge and spin)   211.3 kJ/mol

---

Record 3
This record from the OMol25 dataset describes a molecular structure, C23H32N2O4 in a non-equilibrium geometry. The level of theory is ωB97M-V/def2-TZVPD.

CARTESIAN COORDINATES (ANGSTROEM)
1 O 2.059 2.954 -2.963
2 H -3.215 -1.592 1.303
3 C -2.804 -3.282 -0.063
4 H 1.912 -0.911 3.315
5 H -2.125 -2.698 -0.719
6 H -1.113 4.006 -4.533
7 H -1.715 3.730 3.758
8 H -3.250 -3.352 2.147
9 C 0.144 2.815 3.614
10 H 3.040 -2.345 -0.418
11 H 1.866 -4.385 -0.012
12 C 0.165 0.427 3.210
13 H 2.170 -2.854 -1.855
14 C 0.432 1.007 -1.580
15 C 1.052 -1.006 2.937
16 H 1.230 1.666 -1.207
17 C 2.185 -2.538 -0.894
18 C 0.434 2.627 -4.807
19 C 0.861 1.652 3.539
20 O 1.098 -1.086 -2.843
21 C -1.296 2.753 3.735
22 H -2.918 1.663 -4.683
23 C 1.034 2.556 -3.375
24 H -1.589 -0.687 3.418
25 H -2.248 2.681 -3.105
26 C -0.632 -1.366 1.131
27 H 0.784 1.933 -5.542
28 C -2.031 1.529 3.413
29 H 0.527 3.563 3.697
30 O -1.001 -0.474 0.415
31 H -3.922 -3.467 -0.366
32 C -1.224 0.514 3.408
33 H 2.619 -0.434 1.064
34 H 0.241 -1.658 3.695
35 H 1.135 0.585 0.752
36 C 1.249 -2.892 1.469
37 C -0.857 3.111 -4.927
38 H 0.837 -3.656 1.984
39 H 2.513 -2.845 2.048
40 O -1.520 -2.336 1.717
41 C -1.917 2.222 -4.082
42 N 1.502 -1.091 -0.788
43 H 2.708 0.887 4.052
44 H -1.317 3.322 -5.848
45 H 0.633 -3.477 -0.309
46 H 2.777 1.405 2.208
47 H -1.515 0.322 -2.853
48 H -0.523 0.334 -4.418
49 C -2.756 -2.651 1.399
50 C -0.834 0.969 -3.659
51 C 0.642 -1.478 1.584
52 C 2.217 1.548 3.330
53 H -0.351 0.870 -0.921
54 H -2.928 1.545 3.756
55 H 1.195 3.590 -5.207
56 C 0.977 -0.274 -1.669
57 C 1.373 -3.335 0.133
58 N 0.304 1.582 -2.893
59 C 1.597 -0.591 0.714
60 H 2.598 2.586 3.626
61 H -2.510 -4.195 -0.030

HOMO energy   -8.37 eV
Multiplicity   1
Energy   -35523.0777 eV
Relative energy (zero: lowest compared OMol25 entry of this formula, charge and spin)   1907.0 kJ/mol

---

Record 4
This record from the OMol25 dataset describes a gas-phase ion, C2H14NSi3 (charge +1) in a non-equilibrium geometry. The level of theory is ωB97M-V/def2-TZVPD.

CARTESIAN COORDINATES (ANGSTROEM)
1 H 0.383 -2.439 -0.789
2 H -1.740 0.646 -2.536
3 H 1.286 -0.123 -0.138
4 N 0.630 -0.335 0.601
5 Si 2.105 -1.429 1.811
6 H -0.740 3.738 0.113
7 H 3.192 -0.517 1.280
8 Si -1.772 2.606 0.300
9 H 2.180 -2.642 1.159
10 H -0.745 -1.901 -2.061
11 H -1.591 2.096 1.697
12 C -0.627 -0.672 -0.399
13 H -1.410 -1.106 0.353
14 Si -1.024 1.098 -1.314
15 H 0.796 -1.169 -1.919
16 H 0.331 0.474 1.095
17 H -3.241 3.187 0.244
18 H 1.670 -1.214 3.143
19 H 0.400 1.345 -1.318
20 C -0.083 -1.642 -1.321

HOMO energy   -13.87 eV
Multiplicity   1
Total charge   +1
Energy   -27414.3341 eV
Relative energy (zero: lowest compared OMol25 entry of this formula, charge and spin)   35.8 kJ/mol

---

Record 5
This record from the OMol25 dataset describes 5 unconnected molecules or ions with the total composition C4H18O7 in a non-equilibrium geometry. The level of theory is ωB97M-V/def2-TZVPD.

CARTESIAN COORDINATES (ANGSTROEM)
1 H -8.400 -5.730 -4.027
2 C -3.916 -9.266 -9.453
3 O -5.922 -7.990 -7.272
4 H -8.188 -8.409 -4.735
5 H -1.917 -8.899 -10.009
6 H -4.564 -3.207 -6.252
7 O -5.785 -4.537 -5.162
8 H -3.050 -5.373 -6.954
9 O -4.955 -5.451 -7.921
10 H -7.629 -5.795 -5.174
11 H -5.585 -6.176 -7.813
12 H -4.095 -8.454 -8.738
13 C -4.143 -5.378 -6.735
14 H -4.439 -6.237 -6.206
15 O -8.014 -6.398 -4.557
16 H -6.059 -8.366 -8.149
17 H -5.561 -4.917 -4.275
18 O -2.797 -10.088 -11.345
19 H -4.960 -10.400 -10.534
20 O -7.584 -8.965 -5.199
21 C -2.877 -8.935 -10.487
22 O -5.196 -9.618 -10.075
23 H -6.703 -8.059 -6.702
24 H -3.104 -7.997 -11.100
25 H -3.556 -10.134 -8.843
26 H -3.651 -4.115 -5.069
27 H -3.503 -9.998 -12.083
28 H -8.106 -9.600 -5.667
29 C -4.531 -4.201 -5.754

HOMO energy   -9.53 eV
Multiplicity   1
Energy   -18770.9911 eV
Relative energy (zero: lowest compared OMol25 entry of this formula, charge and spin)   243.4 kJ/mol

---

Record 6
This record from the OMol25 dataset describes 3 unconnected molecules or ions with the total composition C2H9NS in a non-equilibrium geometry. The level of theory is ωB97M-V/def2-TZVPD.

CARTESIAN COORDINATES (ANGSTROEM)
1 H 2.313 0.188 0.242
2 H -2.959 3.061 -1.220
3 H 2.698 -0.014 -1.361
4 C -0.533 -1.338 0.329
5 N 2.191 -0.397 -0.573
6 H -0.010 -2.156 0.804
7 H -0.746 0.814 0.277
8 S -2.081 -1.038 1.241
9 H -0.098 0.287 1.851
10 H -0.534 -1.340 -0.756
11 C -0.660 -0.013 0.971
12 H -2.269 3.208 -1.455
13 H 2.687 -1.264 -0.348

HOMO energy (alpha / beta)   -14.16 / -14.16 eV
Multiplicity   2
Total charge   +1
Energy   -14535.0117 eV
Relative energy (zero: lowest compared OMol25 entry of this formula, charge and spin)   189.1 kJ/mol
<S²>   0.75

---

Number 5 is which compound? C4H18O7